Record 1
{"formula": "CH5NSi2", "method": "the ωB97M-V functional and the def2-TZVPD basis", "energy_ev": -18361.1706, "e_above_lowest_kcal_mol": 12.4, "gap_ev": 11.006, "smiles": "N#C[SiH2][SiH3]", "e_lumo_ev": 0.284, "e_homo_ev": -10.7229, "species": ["N", "C", "Si", "Si", "H", "H", "H", "H", "H"], "coordinates": [[-2.5358, -0.4805, -1.4703], [-1.8196, -0.4007, -0.4680], [-0.4610, -0.3418, 0.7897], [1.4236, 0.5275, -0.3964], [-1.1460, 0.5039, 1.6444], [-0.6866, -1.5441, 1.5871], [1.0499, 0.5915, -1.8221], [1.7036, 1.7055, 0.5239], [2.4718, -0.5614, -0.3883]], "forces_ev_per_angstrom": [[4.5, 0.6, 6.6], [-4.5, -0.9, -7.2], [-0.1, -0.7, -1.1], [0.0, -1.1, 1.1], [-0.4, 1.9, 1.4], [0.6, -0.7, -0.2], [-0.1, 0.6, 0.2], [0.2, -0.4, -1.0], [-0.2, 0.7, 0.3]]}



Record 2
{"formula": "C17H17F5NO5ScTe", "method": "the ωB97M-V functional and the def2-TZVPD basis", "energy_ev": -71219.8817, "e_above_lowest_kcal_mol": 27.6, "gap_ev": 8.873, "e_lumo_ev": -0.934, "e_homo_ev": -9.8075, "species": ["Sc", "O", "C", "O", "C", "C", "C", "C", "C", "N", "C", "O", "O", "H", "H", "H", "C", "C", "C", "C", "C", "C", "C", "C", "C", "C", "H", "H", "H", "H", "H", "H", "H", "H", "H", "H", "H", "H", "H", "H", "F", "Te", "F", "F", "F", "F", "O"], "coordinates": [[0.2498, 0.1622, 0.4557], [-0.0725, -0.0821, 3.9202], [-0.9131, 0.0304, 2.9473], [-1.0959, -0.8492, 2.1039], [-1.4869, 1.3834, 2.5925], [-1.9629, 2.4337, 3.3421], [-2.3177, 3.5916, 2.6441], [-2.1307, 3.6870, 1.2710], [-1.5877, 2.5940, 0.6111], [-1.3362, 1.4851, 1.2742], [-1.1166, 2.5090, -0.8425], [-1.4087, 3.3825, -1.6258], [-0.4088, 1.4413, -1.0593], [-2.0489, 2.3669, 4.4169], [-2.7156, 4.4375, 3.1888], [-2.3575, 4.5865, 0.7168], [2.8906, 0.2346, -1.7177], [2.3477, -0.8063, -2.7058], [2.4115, -0.2757, -4.1320], [0.9578, -1.2182, -2.2644], [-0.2050, -0.8507, -2.9380], [-1.4555, -1.1499, -2.4248], [-1.6064, -1.8286, -1.2162], [-2.9645, -2.1352, -0.6503], [-0.4476, -2.2384, -0.5579], [0.8149, -1.9399, -1.0775], [3.8920, 0.5588, -2.0039], [2.9600, -0.1622, -0.7001], [2.2482, 1.1201, -1.7089], [2.9796, -1.6983, -2.6424], [1.8725, 0.6691, -4.2268], [1.9944, -0.9852, -4.8482], [3.4494, -0.0895, -4.4084], [-0.1403, -0.2827, -3.8554], [-2.3383, -0.8148, -2.9560], [-3.3142, -3.1095, -0.9976], [-3.6956, -1.3896, -0.9619], [-2.9337, -2.1601, 0.4385], [-0.5167, -2.7830, 0.3771], [1.6948, -2.2782, -0.5409], [1.3016, 1.4777, 1.2352], [1.5269, -1.3310, 3.5213], [2.5706, 0.1731, 3.7927], [0.4290, -2.8327, 3.5647], [1.4901, -1.4554, 5.3660], [3.0131, -2.4236, 3.5616], [1.4833, -1.1549, 1.7214]], "forces_ev_per_angstrom": [[0.2, 0.3, -0.1], [0.0, -0.1, 0.0], [-0.1, 0.0, -0.2], [-0.1, 0.0, 0.1], [0.0, 0.0, 0.0], [0.0, 0.0, 0.0], [0.0, 0.0, 0.0], [0.0, 0.0, 0.0], [0.0, 0.0, 0.0], [0.0, 0.0, 0.1], [0.0, 0.0, 0.0], [0.0, 0.0, 0.0], [0.0, -0.1, 0.1], [0.0, 0.0, 0.0], [0.0, 0.0, 0.0], [0.0, 0.0, 0.0], [0.0, 0.0, 0.0], [0.0, 0.0, 0.0], [0.0, 0.0, 0.0], [0.0, 0.1, 0.0], [0.0, 0.0, 0.0], [0.0, 0.0, 0.0], [0.0, 0.0, 0.0], [0.0, 0.0, 0.0], [0.1, -0.1, 0.0], [0.0, -0.1, 0.0], [0.0, 0.0, 0.0], [0.0, 0.0, 0.0], [0.0, 0.0, 0.0], [0.0, 0.0, 0.0], [0.0, 0.0, 0.0], [0.0, 0.0, 0.0], [0.0, 0.0, 0.0], [0.0, 0.0, 0.0], [0.0, 0.0, 0.0], [0.0, 0.0, 0.0], [0.0, 0.0, 0.0], [0.0, 0.0, 0.0], [0.0, 0.0, 0.0], [0.0, 0.0, 0.0], [0.0, -0.1, -0.1], [-0.1, 0.1, -0.2], [0.0, 0.0, 0.1], [0.0, 0.1, 0.0], [0.0, 0.0, 0.1], [0.0, 0.0, 0.0], [-0.1, 0.0, 0.1]]}



Record 3
{"formula": "C31H44BBr6O21S3", "method": "the ωB97M-V functional and the def2-TZVPD basis", "energy_ev": -529296.5645, "e_above_lowest_kcal_mol": 0.0, "total_charge": -1, "gap_ev": 7.575, "e_lumo_ev": -0.207, "e_homo_ev": -7.7814, "species": ["O", "C", "O", "B", "O", "C", "O", "O", "C", "O", "C", "O", "O", "Br", "C", "C", "Br", "H", "H", "H", "H", "Br", "C", "C", "Br", "H", "H", "H", "H", "Br", "C", "C", "Br", "H", "H", "H", "H", "O", "S", "O", "O", "C", "C", "C", "H", "H", "H", "H", "H", "H", "H", "H", "O", "S", "O", "O", "C", "C", "C", "H", "H", "H", "H", "H", "H", "H", "H", "O", "S", "O", "O", "C", "C", "C", "H", "H", "H", "H", "H", "H", "H", "H", "C", "C", "C", "O", "C", "C", "C", "O", "H", "H", "H", "H", "C", "C", "C", "O", "C", "C", "C", "O", "H", "H", "H", "H"], "coordinates": [[-4.1639, 2.5822, 1.5653], [-3.2570, 1.8993, 1.1601], [-2.0334, 1.6753, 1.8155], [-1.3114, 0.6740, 0.9803], [-2.3467, 0.1464, -0.0089], [-3.2867, 1.0104, -0.1085], [-4.0861, 1.1833, -1.0281], [-0.7830, -0.4355, 1.7908], [0.5111, -0.5243, 1.6215], [1.2623, -1.3363, 2.0589], [0.9662, 0.6131, 0.7029], [-0.0952, 1.2484, 0.3029], [2.1349, 1.0262, 0.5724], [6.1443, 2.6269, -1.8572], [5.2531, 4.3796, -1.4342], [5.1795, 4.7580, 0.0428], [4.1162, 3.2264, 0.7651], [4.2418, 4.2396, -1.8161], [5.7951, 5.1363, -2.0014], [4.8267, 5.7713, 0.2352], [6.1460, 4.7706, 0.5465], [-3.2118, -3.1656, -0.3277], [-4.5291, -2.3949, 0.7383], [-3.9243, -2.0869, 2.1513], [-5.3694, -1.9959, 3.5888], [-5.3949, -3.0563, 0.7708], [-4.8304, -1.4084, 0.3861], [-3.3710, -1.1538, 2.2576], [-3.3109, -2.9678, 2.3409], [3.7348, 0.4304, 4.3237], [4.3536, -0.2770, 2.5714], [5.6580, -1.0541, 2.6069], [5.1379, -2.9052, 3.1905], [4.4192, 0.4805, 1.7904], [3.6738, -1.0659, 2.2496], [6.3609, -0.6331, 3.3257], [6.1295, -1.1748, 1.6316], [3.7106, -5.0906, -0.2617], [2.3940, -5.6976, -0.1346], [1.4529, -6.0070, -1.1812], [2.8164, -7.1321, 0.5329], [1.9199, -8.1862, 0.7782], [1.8847, -9.0431, -0.5661], [1.4057, -4.8878, 1.2715], [0.9184, -7.7728, 0.8981], [2.2018, -8.7613, 1.6602], [2.8013, -9.5515, -0.8651], [1.5919, -8.5291, -1.4816], [0.9873, -9.6571, -0.6424], [1.6786, -5.1105, 2.3030], [0.3915, -5.1916, 1.0122], [1.4243, -3.7979, 1.2713], [2.0587, 5.2166, 2.7257], [0.6579, 5.6147, 2.8937], [0.0704, 6.1252, 4.1949], [0.3308, 6.7303, 1.7237], [0.7571, 6.3875, 0.3348], [-0.1098, 7.1909, -0.5231], [-0.3523, 4.1461, 2.2722], [0.6156, 5.3371, 0.0802], [1.7712, 6.6949, 0.0795], [-0.1962, 8.1986, -0.1167], [-1.0697, 6.6746, -0.5283], [0.3661, 7.2798, -1.4997], [-1.2815, 4.5246, 1.8463], [-0.5849, 3.4223, 3.0533], [0.3077, 3.7403, 1.5054], [4.6377, -2.4881, -3.5164], [3.7730, -1.3040, -3.3594], [4.1711, 0.0014, -3.8969], [2.2332, -1.6619, -3.8415], [1.6996, -2.9433, -3.6687], [0.2151, -2.8351, -3.2835], [3.3046, -1.0319, -1.5670], [2.1579, -3.4397, -2.8133], [1.8140, -3.5232, -4.5845], [-0.2919, -2.1097, -3.9197], [-0.0459, -2.5910, -2.2537], [-0.1971, -3.8381, -3.3936], [2.9197, -0.0122, -1.5558], [4.1402, -1.2848, -0.9144], [2.4485, -1.5882, -1.1854], [-8.9165, -1.0912, 1.5283], [-9.3167, -0.2244, 2.4750], [-8.6763, 1.1060, 2.8083], [-9.0902, 1.8641, 3.6507], [-7.6374, 1.3002, 1.8764], [-7.3045, 0.5836, 0.7806], [-7.8942, -0.7051, 0.5969], [-7.6020, -1.4803, -0.3059], [-9.5620, -1.9324, 1.3234], [-10.1193, -0.5798, 3.1043], [-7.0799, 2.1883, 2.1349], [-6.4286, 0.7879, 0.1827], [1.7543, 2.4536, -3.5435], [1.1654, 1.4530, -4.1646], [-0.2893, 1.1911, -3.9868], [-0.9501, 0.3323, -4.5531], [-0.8924, 1.8715, -2.8996], [-0.2790, 2.8011, -2.2211], [1.0822, 3.3385, -2.5714], [1.5885, 4.3564, -2.1332], [2.8324, 2.4720, -3.6045], [1.6897, 0.7803, -4.8271], [-1.8297, 1.4312, -2.5928], [-0.8839, 3.2421, -1.4426]], "forces_ev_per_angstrom": [[1.3, -0.7, -0.5], [0.3, 0.3, 1.6], [-1.7, -0.2, -2.1], [-0.3, -0.2, 0.4], [2.0, -0.4, 0.1], [-2.4, 1.9, -1.4], [1.4, -0.7, 1.7], [-0.6, 0.2, -0.1], [0.8, -0.1, -0.6], [0.2, -0.8, 0.5], [3.2, 1.9, 0.8], [-1.4, 0.1, -0.3], [-3.1, -1.7, -0.1], [-0.2, 1.0, 0.3], [0.2, 0.2, -0.1], [0.6, -1.6, -0.1], [0.2, 1.3, 0.4], [0.2, 0.2, -0.1], [0.0, -0.2, -0.1], [-1.0, -0.3, -0.2], [0.1, -0.5, -0.1], [1.0, -0.5, -0.9], [-0.9, 2.0, 2.2], [-0.9, -1.3, -0.2], [0.9, -0.1, -1.1], [0.2, 0.1, 0.2], [-0.1, -0.4, -0.8], [-0.1, -0.3, -0.2], [0.1, 0.4, 0.8], [0.5, -0.4, -1.2], [0.3, -0.9, -0.6], [-0.3, -0.2, 1.1], [0.7, 0.5, 0.0], [-0.3, 0.4, 0.5], [-0.8, 0.9, 0.1], [0.1, -0.4, -0.1], [-0.3, 0.1, 0.1], [-2.3, -0.4, -0.6], [1.1, -0.6, 2.8], [0.7, 0.9, 0.1], [1.0, 1.5, 0.5], [-1.1, -0.7, -3.2], [-1.0, 0.1, 0.2], [0.0, -0.1, -1.1], [-0.2, -0.1, 0.3], [0.3, 0.2, -0.2], [-0.1, -0.3, 0.7], [0.6, 1.4, 0.4], [0.3, -1.1, 1.0], [0.4, -0.8, -0.4], [0.0, -0.1, 0.3], [0.3, 0.1, -0.7], [-1.9, 0.9, 0.8], [-1.1, -0.4, 1.3], [2.0, -1.2, -4.1], [0.6, -1.3, 0.5], [0.6, 0.0, 0.8], [-0.9, 0.6, -0.5], [0.7, 1.4, 0.2], [0.3, 0.0, 0.5], [0.4, -0.3, 1.0], [-0.2, 0.0, 0.0], [-0.3, 0.6, -0.5], [-0.4, -0.2, -0.2], [0.1, 0.1, 0.1], [0.4, 0.3, 0.1], [-0.2, -0.3, 0.1], [-1.7, 2.3, 0.0], [-0.1, -0.9, 1.5], [-1.0, -2.4, 0.4], [1.9, 2.2, -0.8], [-1.1, -1.0, 1.4], [0.0, -0.2, -0.5], [0.1, 0.0, -0.8], [0.6, -0.3, -0.3], [0.1, 0.0, 0.1], [-0.2, -0.2, -0.1], [0.7, 0.3, 0.2], [-0.2, 0.0, -0.4], [0.8, 0.2, 0.2], [0.1, 0.6, -0.2], [0.1, -0.7, -0.7], [-1.7, 1.4, 1.3], [-0.6, -1.1, 1.1], [-2.3, -2.9, -0.7], [0.4, 0.1, 0.1], [3.1, 2.3, -1.6], [0.7, 0.9, 1.7], [-0.4, -1.9, -1.6], [0.4, 0.5, 0.1], [0.5, -0.4, 0.0], [-0.3, 0.4, 0.2], [0.5, 0.3, -0.4], [0.0, 0.5, -0.2], [1.4, -0.2, 0.5], [-1.1, -0.7, -1.2], [0.4, -1.5, -0.6], [0.9, 0.2, -0.6], [-1.0, -0.4, 0.6], [0.0, 2.1, 1.1], [-0.6, -0.3, -0.2], [-0.5, -0.6, 0.0], [0.2, 0.6, -0.1], [0.2, 0.0, 0.0], [-0.4, 0.4, 0.0], [0.5, 0.4, 0.5]]}



Record 4
{"formula": "C36H38AsN5OPdS2", "method": "the ωB97M-V functional and the def2-TZVPD basis", "energy_ev": -133419.0409, "e_above_lowest_kcal_mol": 0.0, "total_charge": 2, "gap_ev": [8.696, 5.081], "spin_multiplicity": 5, "e_lumo_ev": [-4.709, -8.322], "e_homo_ev": [-13.4053, -13.4033], "species": ["Pd", "S", "C", "C", "C", "C", "C", "C", "As", "C", "C", "C", "C", "C", "C", "C", "C", "C", "C", "C", "C", "H", "H", "H", "H", "H", "H", "H", "H", "H", "H", "H", "H", "H", "H", "C", "C", "C", "N", "H", "H", "H", "H", "H", "C", "C", "N", "C", "C", "C", "O", "C", "C", "C", "C", "N", "C", "H", "H", "H", "H", "H", "H", "H", "H", "H", "H", "H", "H", "H", "H", "C", "C", "C", "C", "N", "C", "S", "N", "H", "H", "H", "H", "H"], "coordinates": [[17.0328, 12.3156, 12.5837], [16.9469, 12.3260, 14.9697], [15.7160, 11.2874, 15.5376], [15.4546, 11.3419, 16.9373], [14.5110, 10.4934, 17.5382], [13.8330, 9.5705, 16.7239], [14.0585, 9.5124, 15.3433], [14.9873, 10.3608, 14.7395], [15.3653, 10.3590, 12.8099], [14.3587, 8.7789, 12.1478], [14.9931, 7.7445, 11.4560], [14.2367, 6.6632, 10.9850], [12.8412, 6.6211, 11.1793], [12.2135, 7.6927, 11.8495], [12.9647, 8.7735, 12.3117], [17.1683, 9.5854, 12.9186], [17.5094, 8.7038, 13.9324], [18.8320, 8.2292, 14.0125], [19.8036, 8.6792, 13.1137], [19.4567, 9.5961, 12.1148], [18.1392, 10.0189, 11.9911], [16.0344, 12.0717, 17.5246], [14.3106, 10.5302, 18.6211], [13.0908, 8.8795, 17.1497], [13.5525, 8.7252, 14.7717], [16.0742, 7.7970, 11.2975], [14.7531, 5.8634, 10.4480], [12.2413, 5.7757, 10.8278], [11.1239, 7.7016, 12.0220], [12.4657, 9.6035, 12.8209], [16.7652, 8.3639, 14.6630], [19.0829, 7.5246, 14.8133], [20.8400, 8.3201, 13.2184], [20.2082, 10.0067, 11.4291], [17.8325, 10.6500, 11.1531], [18.3940, 13.3074, 7.2648], [17.0249, 12.7682, 7.6693], [16.9178, 12.7256, 9.1516], [16.8374, 12.6907, 10.3084], [18.5369, 13.3564, 6.1672], [19.2148, 12.6880, 7.6857], [18.5392, 14.3420, 7.6694], [16.8396, 11.7524, 7.2875], [16.1976, 13.4177, 7.3169], [11.8047, 12.1431, 11.2149], [12.0959, 13.2906, 10.2716], [11.5785, 14.5713, 10.7759], [10.1797, 14.9211, 10.4558], [9.2408, 14.7636, 11.6401], [12.2402, 15.4763, 11.5882], [11.6569, 16.5168, 11.9641], [13.6789, 15.3015, 11.9978], [14.2529, 16.5138, 12.4898], [15.5225, 16.5110, 13.0187], [16.2277, 15.2873, 13.0810], [15.7208, 14.1250, 12.6443], [14.4494, 14.1314, 12.1239], [12.3389, 11.2382, 10.8984], [10.7166, 11.9125, 11.2255], [12.0968, 12.3903, 12.2499], [11.5640, 13.1263, 9.3152], [13.1664, 13.4017, 10.0214], [9.8900, 14.2881, 9.6011], [10.2147, 15.9645, 10.1066], [9.2502, 13.7376, 12.0564], [8.2075, 14.9857, 11.3126], [9.5327, 15.4823, 12.4309], [13.6383, 17.4215, 12.4265], [16.0002, 17.4212, 13.3861], [17.2284, 15.2431, 13.5153], [14.0893, 13.1602, 11.7987], [23.4317, 10.5280, 13.7154], [22.8483, 11.7775, 13.1458], [23.6280, 12.7213, 12.4608], [22.9389, 13.7922, 11.9329], [21.6156, 13.9972, 12.0657], [20.9662, 13.0396, 12.7851], [19.2918, 13.4219, 13.1643], [21.5221, 11.9156, 13.3212], [24.5277, 10.5881, 13.7061], [23.1274, 9.6248, 13.1449], [23.0643, 10.3959, 14.7596], [24.7057, 12.5692, 12.3365], [23.4443, 14.5871, 11.3663]], "forces_ev_per_angstrom": [[-0.3, 0.4, -0.3], [-0.3, -0.3, 0.4], [-0.4, -0.2, 0.4], [-0.1, -0.1, 0.6], [0.3, 0.2, -0.4], [-0.2, 0.1, 0.5], [0.6, 0.0, -0.4], [-0.4, -0.2, -0.1], [0.2, -1.4, 0.3], [-0.4, 0.5, -0.2], [0.0, 0.2, 0.1], [-0.3, 0.1, 0.0], [0.4, 0.6, 0.4], [-0.1, -0.3, -0.1], [0.1, -0.1, 0.0], [-0.2, 0.1, -0.3], [0.7, -0.4, 0.3], [-0.5, 0.2, 0.1], [0.2, 0.1, 0.0], [0.6, -0.1, 0.1], [-0.5, 0.0, 0.3], [-0.4, -0.5, -0.2], [0.2, 0.1, -0.7], [0.5, 0.4, -0.1], [0.2, 0.5, 0.1], [-0.4, -0.2, 0.0], [-0.3, 0.2, 0.2], [0.3, 0.3, 0.1], [0.7, -0.1, -0.2], [0.1, -0.3, -0.2], [0.3, 0.1, -0.3], [0.0, 0.3, -0.4], [-0.6, 0.3, -0.1], [-0.3, -0.4, 0.3], [0.2, -0.3, 0.0], [1.1, 0.8, 0.1], [-0.5, 0.1, 0.4], [-0.2, -0.2, 0.9], [0.4, -0.1, -1.5], [-0.3, -0.1, 0.6], [-0.6, 0.3, -0.3], [-0.2, -0.8, -0.4], [0.1, 0.3, 0.2], [0.4, -0.3, 0.1], [-0.4, -0.5, 0.3], [-0.2, 0.8, -0.5], [0.8, 0.6, 0.7], [0.4, 0.1, -0.4], [-0.4, 0.2, 0.3], [-2.0, 0.6, -0.7], [1.2, -1.8, -0.6], [1.2, 0.2, 1.1], [-0.4, -0.5, -0.5], [0.7, -0.7, 0.1], [-0.4, 0.3, 0.0], [-1.0, 1.0, -0.2], [0.3, 0.5, 0.0], [-0.1, 0.1, 0.0], [0.7, 0.1, 0.0], [-0.1, -0.1, -0.3], [0.4, 0.0, 0.4], [-0.5, -0.1, 0.1], [0.0, 0.2, 0.4], [-0.3, -0.3, 0.2], [0.0, 0.5, -0.3], [0.5, -0.1, 0.3], [-0.3, -0.5, -0.4], [0.4, -0.5, 0.1], [-0.2, -0.3, -0.1], [-0.3, 0.1, -0.1], [0.1, 0.2, 0.2], [0.2, -0.5, 0.6], [-0.1, -0.2, 0.0], [-0.5, -0.5, 0.2], [-0.1, 1.0, -0.7], [-0.8, -1.6, 1.3], [2.8, -0.4, -0.5], [0.0, 0.4, -0.1], [-1.0, 1.8, -0.9], [-0.3, -0.2, 0.1], [0.1, 0.6, 0.2], [0.3, 0.1, -0.7], [-0.5, 0.2, 0.0], [-0.1, -0.5, 0.2]]}